[1]
Entry from the OMol25 dataset: C3H4OS2 in the gas phase at a distorted geometry (the ωB97M-V functional and the def2-TZVPD basis).

Results
SMILES: O=C1SCCS1
Total charge: 0
Calculated total energy: -26891.6863 eV
E_LUMO: 0.33 eV
Energy relative to the best compared isomer or geometry (same formula, charge and spin): 212.5 kJ/mol
Orbital gap: 10.09 eV

Geometry as XYZ:
```
10
C3H4OS2 (the ωB97M-V functional and the def2-TZVPD basis)
O -2.291 -0.563 0.139
C -1.075 -0.344 -0.050
S -0.468 1.454 0.044
C 1.324 0.869 -0.439
C 1.647 -0.104 0.524
S 0.424 -1.431 -0.160
H 2.002 1.584 -0.240
H 1.322 0.605 -1.521
H 2.758 -0.741 0.690
H 1.580 0.171 1.607
```

***

[2]
Entry from the OMol25 dataset: a 4-piece molecular cluster, C34H73ClFN6O7 overall at a distorted geometry (the ωB97M-V functional and the def2-TZVPD basis).

Results
Total charge: +1
Calculated total energy: -74943.7707 eV
E_LUMO: -3.94 eV
Orbital gap: 6.67 eV

Geometry as XYZ:
```
122
C34H73ClFN6O7 (the ωB97M-V functional and the def2-TZVPD basis)
C -1.860 -3.670 -0.384
C -2.430 -3.848 -1.583
C -1.869 -3.421 -2.889
O -2.234 -3.982 -3.913
O -0.879 -2.479 -2.944
C -1.224 -1.236 -2.320
C 0.014 -0.373 -2.152
C 1.197 -1.175 -1.651
C 2.479 -0.309 -1.577
C 3.019 -0.168 -0.145
C 4.357 -0.892 0.132
N 4.277 -1.581 1.423
C 4.372 -0.708 2.608
C 5.761 -0.781 3.274
C 4.122 -2.854 1.545
N 4.094 -3.590 0.347
Cl 5.639 -4.284 0.006
C 2.984 -4.530 0.209
C 2.698 -4.957 -1.245
C 3.296 -4.015 -2.295
C 1.196 -5.063 -1.483
N 3.961 -3.363 2.831
C 2.524 -3.390 3.270
C 2.432 -3.045 4.758
C 1.060 -2.488 5.154
C 1.040 -0.973 5.298
O 0.685 -0.305 4.082
C 4.622 -4.647 3.062
C 6.054 -4.462 3.517
O 6.414 -3.743 4.436
F 6.921 -5.217 2.825
H -1.862 -4.461 0.352
H -1.393 -2.750 -0.070
H -3.377 -4.358 -1.650
H -1.738 -1.353 -1.372
H -1.914 -0.722 -2.985
H -0.249 0.460 -1.511
H 0.217 0.039 -3.132
H 0.944 -1.571 -0.669
H 1.385 -1.975 -2.354
H 2.178 0.675 -1.919
H 3.235 -0.659 -2.272
H 2.259 -0.515 0.546
H 3.175 0.886 0.050
H 5.109 -0.123 0.257
H 4.701 -1.534 -0.663
H 3.558 -0.882 3.295
H 4.249 0.301 2.242
H 6.480 -1.189 2.578
H 6.024 0.223 3.574
H 5.688 -1.379 4.170
H 3.092 -5.434 0.806
H 2.100 -4.002 0.563
H 3.142 -5.938 -1.374
H 2.808 -4.116 -3.254
H 3.328 -2.990 -1.949
H 4.332 -4.298 -2.453
H 0.785 -4.057 -1.462
H 1.018 -5.421 -2.489
H 0.688 -5.721 -0.786
H 1.947 -2.701 2.660
H 2.159 -4.396 3.083
H 2.714 -3.913 5.340
H 3.217 -2.316 4.935
H 0.278 -2.834 4.487
H 0.828 -2.885 6.138
H 0.268 -0.713 6.010
H 1.998 -0.600 5.652
H 1.268 -0.651 3.407
H 4.126 -5.109 3.908
H 4.559 -5.359 2.249
C -1.529 3.528 -3.907
C -0.595 3.780 -2.729
C -0.041 5.209 -2.676
O 0.990 5.477 -3.603
C 0.555 5.785 -4.918
N 0.477 2.776 -2.749
H -0.993 3.398 -4.847
H -2.104 2.615 -3.744
H -2.237 4.350 -4.026
H -1.179 3.631 -1.814
H 0.411 5.360 -1.691
H -0.847 5.948 -2.771
H -0.385 6.344 -4.910
H 0.444 4.881 -5.520
H 1.324 6.402 -5.381
H 1.039 2.882 -1.908
H 1.116 3.026 -3.500
C -6.207 6.728 -0.468
C -5.846 5.452 -1.222
C -4.360 5.355 -1.599
O -3.977 6.163 -2.698
C -3.731 7.522 -2.377
N -6.721 5.331 -2.390
H -6.275 7.591 -1.129
H -7.180 6.616 0.010
H -5.475 6.949 0.311
H -6.058 4.610 -0.555
H -4.156 4.326 -1.910
H -3.714 5.556 -0.732
H -3.285 7.628 -1.384
H -4.645 8.115 -2.439
H -3.033 7.913 -3.117
H -6.563 4.432 -2.837
H -6.410 6.007 -3.082
C -4.852 0.557 2.962
C -4.678 -0.798 2.283
C -3.240 -1.077 1.824
O -2.840 -0.397 0.645
C -2.428 0.946 0.830
N -5.639 -0.901 1.182
H -4.875 1.377 2.245
H -5.795 0.583 3.506
H -4.048 0.748 3.677
H -4.929 -1.566 3.020
H -3.166 -2.140 1.578
H -2.521 -0.889 2.634
H -1.912 1.083 1.785
H -3.276 1.631 0.766
H -1.739 1.193 0.021
H -5.607 -1.839 0.794
H -5.310 -0.309 0.425
```

***

[3]
Entry from the OMol25 dataset: C12H23CdN2O2P2S as an isolated structure at a distorted geometry (the ωB97M-V functional and the def2-TZVPD basis).

Results
Total charge: +1
Calculated total energy: -53862.3776 eV
E_LUMO: -4.18 eV
Energy relative to the best compared isomer or geometry (same formula, charge and spin): 208.3 kJ/mol
Orbital gap: 5.65 eV

Geometry as XYZ:
```
43
C12H23CdN2O2P2S (the ωB97M-V functional and the def2-TZVPD basis)
Cd 0.221 0.627 -0.523
P 0.988 0.962 1.982
C 2.585 0.182 1.796
C 2.678 -0.960 0.912
N 1.781 -1.125 -0.124
C 1.866 -2.158 -0.959
C 2.895 -3.077 -0.819
C 3.861 -2.929 0.172
C 3.789 -1.831 1.012
C 0.817 -2.316 -2.038
P -0.004 -0.761 -2.472
H 4.540 -1.650 1.786
H 2.891 -3.892 -1.519
H 4.674 -3.647 0.250
H 1.298 -2.691 -2.942
H 0.039 -3.009 -1.684
H 3.885 1.318 0.912
H 3.247 0.186 2.683
H 2.822 1.894 -0.834
O 3.944 2.058 0.224
H 4.891 2.276 0.146
H -1.342 1.075 0.704
O 1.945 1.760 -1.356
H 1.721 2.636 -1.690
C 0.984 -0.150 -3.863
H 1.076 -0.938 -4.622
H 0.503 0.742 -4.290
H 1.978 0.124 -3.486
C -1.622 -1.295 -3.122
H -2.179 -0.408 -3.485
H -1.486 -2.020 -3.951
H -2.199 -1.765 -2.301
C 0.111 0.061 3.266
H 0.511 0.389 4.229
H -0.967 0.257 3.216
H 0.299 -1.007 3.133
C 1.413 2.647 2.520
H 0.486 3.184 2.796
H 2.077 2.563 3.390
H 1.929 3.180 1.698
S -2.014 -0.352 0.749
C -3.428 0.567 0.503
N -4.322 1.286 0.379
```

***

[4]
Entry from the OMol25 dataset: C15H36F5NO11S3Si2 as an isolated structure (the ωB97M-V functional and the def2-TZVPD basis).

Results
Total charge: 0
Calculated total energy: -102003.0460 eV
E_LUMO: 0.26 eV
Orbital gap: 10.31 eV

Geometry as XYZ:
```
73
C15H36F5NO11S3Si2 (the ωB97M-V functional and the def2-TZVPD basis)
C 3.164 -4.925 -1.278
C 2.432 -3.587 -1.488
Si 1.019 -3.747 -2.693
C 1.390 -4.868 -4.157
C 2.335 -4.284 -5.161
N 3.547 -3.981 -4.988
O 0.321 -2.312 -3.135
Si 1.216 -0.975 -3.556
O 1.127 0.197 -2.406
C -0.379 -4.675 -1.712
F -0.114 -6.009 -1.678
F -0.401 -4.243 -0.413
C -1.815 -4.486 -2.258
F -2.392 -3.386 -1.722
F -1.790 -4.349 -3.603
F -2.586 -5.560 -1.968
H 2.545 -5.647 -0.763
H 4.056 -4.753 -0.692
H 3.489 -5.376 -2.209
H 1.998 -3.339 -0.529
H 3.169 -2.848 -1.768
H 1.784 -5.791 -3.746
H 0.454 -5.116 -4.642
H 1.919 -4.105 -6.145
H 3.831 -4.192 -4.030
H 2.622 -1.373 -3.691
H 0.705 -0.497 -4.851
H 0.393 0.786 -2.585
O 3.414 -2.790 1.396
S 3.546 -1.595 2.173
O 4.742 -0.819 2.083
O 3.249 -1.944 3.694
C 4.001 -3.021 4.297
C 5.434 -2.640 4.610
C 2.156 -0.554 1.897
H 3.949 -3.899 3.651
H 3.462 -3.252 5.212
H 6.006 -2.454 3.704
H 5.917 -3.449 5.158
H 5.466 -1.735 5.215
H 1.249 -1.143 1.987
H 2.257 -0.159 0.887
H 2.178 0.255 2.622
O -1.040 4.243 -1.034
S -1.961 3.435 -1.775
O -1.563 2.871 -3.030
O -3.318 4.231 -1.948
C -3.261 5.555 -2.527
C -3.025 5.538 -4.024
C -2.581 2.151 -0.743
H -2.503 6.142 -2.005
H -4.230 5.993 -2.300
H -2.039 5.149 -4.270
H -3.101 6.551 -4.418
H -3.763 4.909 -4.520
H -2.898 2.576 0.206
H -1.766 1.446 -0.592
H -3.408 1.665 -1.252
O -3.740 5.626 2.436
S -3.008 4.622 3.145
O -3.393 3.247 3.036
O -2.934 5.031 4.678
C -4.176 5.320 5.358
C -4.981 4.077 5.676
C -1.294 4.763 2.778
H -4.752 6.032 4.765
H -3.875 5.821 6.275
H -5.336 3.587 4.771
H -5.848 4.345 6.281
H -4.375 3.358 6.226
H -0.996 5.803 2.879
H -1.162 4.430 1.749
H -0.738 4.124 3.458
```

***

[5]
Entry from the OMol25 dataset: an isolated ion of composition C11H20IN2O2P2S and charge -1 at a distorted geometry (the ωB97M-V functional and the def2-TZVPD basis).

Results
Total charge: -1
Calculated total energy: -56313.7605 eV
E_LUMO: 2.26 eV
Orbital gap: 6.91 eV

Geometry as XYZ:
```
39
C11H20IN2O2P2S (the ωB97M-V functional and the def2-TZVPD basis)
C 5.429 -0.882 1.245
C 4.036 -0.459 0.552
C 3.033 0.409 1.357
C 1.656 0.795 0.719
C 1.222 0.343 -0.691
C -0.120 0.673 -1.457
P -1.688 -0.318 -1.011
N -3.242 -1.168 -0.753
C -1.608 0.107 0.860
C -1.752 1.668 1.217
C -3.277 2.002 1.665
I -3.293 2.261 3.866
O -2.643 1.136 -1.402
N -3.156 0.948 -2.657
O -4.351 1.085 -2.643
P -0.598 -2.239 -0.763
S 0.010 -2.903 -2.534
C 2.303 -0.503 -1.470
C 3.672 -0.905 -0.884
H 6.186 -1.172 0.437
H 5.816 -0.091 1.973
H 5.200 -1.816 1.876
H 3.357 0.730 2.401
H 0.958 1.438 1.341
H -0.276 1.818 -1.385
H 0.089 0.494 -2.582
H -1.807 -0.677 -2.420
H -3.193 -1.949 -0.092
H -4.029 -0.534 -0.570
H -0.726 -0.414 1.400
H -2.542 -0.390 1.327
H -1.122 1.835 2.174
H -1.335 2.389 0.444
H -3.659 2.975 1.211
H -4.016 1.185 1.369
H 0.457 -2.190 0.207
H -1.474 -3.304 -0.292
H 2.066 -0.845 -2.539
H 4.414 -1.532 -1.496
```

***

[6]
Entry from the OMol25 dataset: C26H38N3O4PSr as an isolated structure at a distorted geometry (the ωB97M-V functional and the def2-TZVPD basis).

Results
Total charge: +2
Calculated total energy: -50341.2015 eV
E_LUMO: -8.85 eV
Energy relative to the best compared isomer or geometry (same formula, charge and spin): 0.0 kJ/mol
Orbital gap: 4.65 eV

Geometry as XYZ:
```
73
C26H38N3O4PSr (the ωB97M-V functional and the def2-TZVPD basis)
C -5.650 -1.074 -2.988
N -4.313 -1.729 -2.996
C -4.101 -2.739 -2.019
O -4.869 -3.592 -1.724
C -2.697 -2.431 -1.499
C -1.874 -3.106 -0.578
C -2.425 -4.377 0.108
O -3.338 -3.977 1.143
O -2.634 -3.079 1.978
C -0.591 -2.603 -0.283
C -0.097 -1.415 -0.889
P 1.551 -0.782 -0.423
N 2.212 -1.508 0.815
C -0.943 -0.743 -1.823
C -0.472 0.553 -2.467
C 0.755 0.396 -3.418
C 1.739 1.565 -3.184
C 1.280 2.962 -3.649
C 0.326 3.708 -2.671
C 0.875 3.855 -1.207
C -0.283 3.544 -0.202
C 0.105 2.825 1.135
C 1.557 3.026 1.632
C 1.733 2.227 2.975
C 2.364 0.782 2.746
C 2.677 -0.020 4.107
N 2.350 -1.403 4.002
C 1.076 -1.947 3.889
C 1.189 -3.326 3.845
C 2.607 -3.686 3.935
C 3.227 -2.449 4.036
C -2.218 -1.246 -2.115
C -3.316 -0.722 -3.035
O -3.374 0.292 -3.657
H -5.863 -0.717 -4.000
H -6.432 -1.788 -2.702
H -5.685 -0.241 -2.271
H -1.591 -4.914 0.580
H -2.942 -4.957 -0.661
H -3.036 -2.214 1.829
H 0.068 -3.093 0.438
H 1.333 0.601 -0.133
H 2.402 -0.831 -1.550
H 3.110 -1.907 0.565
H -1.265 1.099 -2.989
H -0.156 1.204 -1.629
H 1.292 -0.518 -3.115
H 0.467 0.237 -4.464
H 2.028 1.529 -2.120
H 2.661 1.336 -3.748
H 2.141 3.600 -3.893
H 0.725 2.846 -4.596
H 0.219 4.729 -3.075
H -0.679 3.271 -2.709
H 1.160 4.905 -1.061
H 1.768 3.230 -1.084
H -1.063 2.922 -0.663
H -0.765 4.497 0.053
H -0.555 3.263 1.921
H -0.145 1.748 1.128
H 1.806 4.082 1.786
H 2.262 2.554 0.934
H 0.748 2.112 3.507
H 2.454 2.826 3.615
H 3.337 0.890 2.255
H 1.688 0.122 2.184
H 3.746 0.019 4.341
H 2.082 0.371 4.987
H 0.159 -1.360 3.830
H 0.377 -4.045 3.766
H 3.034 -4.679 3.926
H 4.311 -2.394 4.123
Sr 0.366 1.884 5.183
```

***

[7]
Entry from the OMol25 dataset: C8H16O16S4 as an isolated structure at a distorted geometry (the ωB97M-V functional and the def2-TZVPD basis).

Results
Total charge: 0
Calculated total energy: -84648.8914 eV
E_LUMO: 0.25 eV
Energy relative to the best compared isomer or geometry (same formula, charge and spin): 351.1 kJ/mol
Orbital gap: 11.34 eV

Geometry as XYZ:
```
44
C8H16O16S4 (the ωB97M-V functional and the def2-TZVPD basis)
C 4.751 -3.649 -1.020
C 4.262 -2.959 -2.247
O 4.117 -3.960 -3.137
S 5.304 -5.007 -3.046
O 6.508 -4.468 -3.698
O 4.770 -6.294 -3.455
O 5.338 -4.845 -1.411
H 3.813 -3.716 -0.469
H 5.502 -3.139 -0.416
H 5.047 -2.321 -2.651
H 3.324 -2.428 -2.087
C 6.812 5.569 -0.748
C 7.946 5.624 0.315
O 7.419 4.691 1.285
S 6.946 3.302 0.498
O 5.762 2.724 1.180
O 8.055 2.425 0.135
O 6.542 4.196 -0.907
H 7.036 6.026 -1.711
H 5.874 5.946 -0.340
H 8.037 6.669 0.610
H 8.861 5.240 -0.136
C 12.568 -2.937 -0.242
C 11.331 -3.504 -0.867
O 11.041 -2.767 -2.029
S 12.323 -1.778 -2.569
O 11.849 -0.417 -2.955
O 13.352 -2.436 -3.380
O 12.935 -1.806 -1.008
H 13.254 -3.783 -0.277
H 12.241 -2.639 0.755
H 10.520 -3.328 -0.160
H 11.332 -4.569 -1.098
C 10.772 8.669 6.005
C 11.660 9.721 6.484
O 10.762 10.885 6.398
S 9.361 10.687 5.531
O 9.720 11.090 4.140
O 8.245 11.310 6.144
O 9.392 9.069 5.670
H 10.709 7.821 6.687
H 11.172 8.416 5.023
H 12.538 9.939 5.876
H 11.977 9.592 7.519
```

***

[8]
Entry from the OMol25 dataset: C36H36N6O5RhS2Te as an isolated structure at a distorted geometry (the ωB97M-V functional and the def2-TZVPD basis).

Results
Total charge: -2
Calculated total energy: -89063.9493 eV
E_LUMO (spin up / spin down): 4.21 / 4.21 eV
Energy relative to the best compared isomer or geometry (same formula, charge and spin): 568.3 kJ/mol
Multiplicity: 2
Expectation value of S²: 1.069
Orbital gap (spin up / spin down): 5.74 / 5.68 eV

Geometry as XYZ:
```
87
C36H36N6O5RhS2Te (the ωB97M-V functional and the def2-TZVPD basis)
Rh -2.258 -0.535 0.985
N -5.829 0.061 0.097
C -4.687 -0.653 -0.210
S -3.735 -0.136 -1.540
N -4.442 -1.731 0.512
N -3.250 -2.336 0.277
C -3.161 -3.609 0.164
C -1.944 -4.378 0.220
C -2.007 -5.748 -0.089
C -0.912 -6.582 -0.029
C 0.327 -6.084 0.348
C 0.432 -4.738 0.664
C -0.667 -3.911 0.599
O -0.525 -2.562 0.900
H -5.760 0.998 -0.267
H -6.027 0.056 1.091
H -4.090 -4.157 -0.017
H -2.970 -6.147 -0.386
H -1.017 -7.632 -0.278
H 1.197 -6.725 0.395
H 1.384 -4.320 0.970
O -0.918 -3.270 3.532
C -1.314 -2.169 3.907
N -1.762 -1.162 3.132
S -2.135 0.180 3.972
O -3.539 0.496 3.916
O -1.214 1.256 3.709
C -1.783 -0.512 5.587
C -1.919 -0.001 6.858
C -1.615 -0.824 7.938
C -1.191 -2.134 7.723
C -1.053 -2.634 6.437
C -1.356 -1.808 5.365
H -2.258 1.017 7.010
H -1.713 -0.450 8.950
H -0.969 -2.769 8.573
H -0.729 -3.650 6.252
C -1.257 3.346 1.325
C -1.757 1.964 0.938
O -2.959 1.651 1.213
N -0.999 1.106 0.316
Te 1.133 1.347 -0.321
C 3.177 1.972 -1.284
C 3.822 3.173 -0.969
C 3.151 4.242 -0.133
C 5.122 3.435 -1.414
C 5.825 2.515 -2.169
C 7.246 2.773 -2.606
C 5.194 1.316 -2.485
C 3.903 1.036 -2.052
C 3.306 -0.301 -2.404
C 0.266 1.343 -2.293
C -0.214 0.156 -2.866
C -0.149 -1.173 -2.180
C -0.868 0.203 -4.097
C -1.082 1.389 -4.771
C -1.831 1.423 -6.077
C -0.619 2.561 -4.189
C 0.042 2.553 -2.969
C 0.471 3.864 -2.368
H -2.064 3.871 1.835
H -0.944 3.902 0.441
H -0.417 3.224 2.007
H 2.146 3.930 0.145
H 3.091 5.184 -0.687
H 3.717 4.425 0.785
H 5.590 4.382 -1.153
H 7.579 3.759 -2.280
H 7.341 2.717 -3.693
H 7.920 2.027 -2.175
H 5.731 0.578 -3.078
H 4.035 -0.938 -2.912
H 2.438 -0.173 -3.053
H 2.966 -0.807 -1.499
H 0.652 -1.200 -1.446
H -0.028 -1.996 -2.889
H -1.096 -1.308 -1.649
H -1.256 -0.723 -4.511
H -2.144 0.420 -6.369
H -1.213 1.837 -6.878
H -2.725 2.045 -5.989
H -0.802 3.510 -4.686
H 0.206 4.701 -3.017
H 1.546 3.865 -2.191
H -0.026 3.996 -1.406
N 1.632 -1.706 1.641
C 0.612 -2.117 1.297
```